Record 1
Formula: C11H19HfN2O8P2SeSi
Source: OMol25
Level of theory: the ωB97M-V functional and the def2-TZVPD basis

Output
LUMO, eV: -3.204
Kohn-Sham gap, hartree: 0.330

Geometry as ORCA input:
```
! RIJCOSX wB97M-V def2-TZVPD def2/J DEFGRID3
* xyz 1 1
Hf 0.26838 -0.22500 0.76357
Se 2.56970 -1.13954 -0.18123
P -1.97236 -1.49124 -1.03223
P -1.66579 -1.88452 1.94185
Si 1.53719 2.24309 2.40150
O 0.73606 1.64228 0.99761
O -0.12079 -1.80189 2.08701
O -2.53486 -2.56067 2.87062
O -2.11855 -2.39263 -2.16089
O -0.67536 -0.60300 -0.99181
O -3.17598 -0.49754 -0.76770
O -1.85498 -2.28189 0.39082
O -1.81032 -0.23830 1.77986
N 1.28615 -2.81562 -2.17118
N 1.33790 -3.72337 -0.19769
C -0.49041 -5.92585 -3.11947
C 0.68709 -4.63771 -1.01692
C 0.65716 -4.05646 -2.27741
C -0.45724 -6.51421 -1.84533
C 1.67959 -2.63909 -0.90987
C 0.38826 1.91513 3.83397
C 1.92738 4.03955 2.20383
C 0.13086 -5.88602 -0.76747
C 3.07604 1.20025 2.59619
C 1.37205 -1.86107 -3.26499
C 0.06451 -4.68755 -3.36330
H 1.86962 -2.33281 -4.10970
H 0.15289 -6.33894 0.21357
H 0.19431 0.85091 4.00566
H 3.66661 1.62144 3.41496
H 0.85218 2.28706 4.75117
H 1.94241 -0.99798 -2.93642
H 2.41991 4.41973 3.10022
H 3.71224 1.19953 1.70862
H -0.57294 2.42029 3.72739
H 0.36445 -1.55574 -3.54244
H 2.59172 4.21443 1.35662
H -3.88122 -0.59888 -1.42196
H 1.55130 -3.81639 0.78394
H -0.97016 -6.45858 -3.92833
H 0.02312 -4.23127 -4.34170
H -0.90873 -7.48657 -1.70685
H -2.65140 0.22654 1.88036
H 2.88243 0.15899 2.87579
H 1.02146 4.62610 2.04484
*
```

Record 2
Formula: C11H19N2
Source: OMol25
Level of theory: the ωB97M-V functional and the def2-TZVPD basis

Output
SMILES: C=C[C@@H]1CC[C@@]2(C)N1C(=C)C[N@H+]2C
LUMO, eV: -2.834
Kohn-Sham gap, hartree: 0.321

Geometry as ORCA input:
```
! RIJCOSX wB97M-V def2-TZVPD def2/J DEFGRID3
* xyz 1 1
N -0.96663 0.23209 -1.73090
N -0.04938 -0.74622 0.25419
C -1.99450 0.42094 -0.63618
C 1.61536 0.51947 -0.95126
C 1.08417 -0.37550 1.28840
C -0.93041 1.54714 -2.51033
C 0.96407 -1.64421 3.29938
C -1.34276 -0.20891 0.55254
C -1.73058 -0.16641 1.84546
C 1.66644 0.82013 0.56689
C 0.77738 -1.75277 -1.85049
C 0.99475 -0.45075 2.83382
C 0.33505 -0.40167 -1.16868
H -2.71817 0.08465 2.14425
H 1.85585 -1.16352 1.22783
H 1.19130 0.46518 3.40604
H 2.66673 0.98301 0.97960
H -0.23691 2.01337 -1.81311
H -2.07839 1.49018 -0.48448
H -0.98845 -0.52996 2.53034
H 0.67237 -2.47971 2.66695
H 0.03015 -2.30250 -2.36752
H 1.57430 1.46299 -1.60070
H -2.96519 0.15431 -0.95536
H 1.05624 1.70561 0.80048
H 1.54460 -1.52350 -2.51461
H 1.04926 -2.41310 -0.98851
H -0.38111 1.49171 -3.43576
H -1.30576 -0.52220 -2.36922
H -2.00991 1.84668 -2.65019
H 0.88231 -1.85349 4.36652
H 2.47629 -0.13913 -1.20726
*
```

Record 3
Formula: C11H19N2O2ReS4SbSe4Si
Source: OMol25
Level of theory: the ωB97M-V functional and the def2-TZVPD basis

Output
LUMO (spin up / spin down), eV: -5.617 / -5.617
Kohn-Sham gap (spin up / spin down), hartree: 0.194 / 0.194

Geometry as ORCA input:
```
! RIJCOSX wB97M-V def2-TZVPD def2/J DEFGRID3
* xyz 1 1
Re -0.76435 1.02519 0.01511
Sb -0.17173 -2.62925 1.11775
Se 2.07508 -3.20497 1.51580
Se -0.36214 -1.12302 -1.12392
Se -2.00094 -4.06976 1.31696
Se -1.08743 -0.19752 1.91374
S -3.60025 -1.59119 -0.49730
S -4.26512 0.22119 -1.13869
S -2.21636 -2.01209 -1.94053
S -2.88978 1.57593 -0.40841
Si 1.54524 1.39579 -2.73065
O 3.52055 2.23038 0.84582
O 1.41707 1.49976 1.12336
N 0.37465 1.74132 -1.35624
N 4.70039 0.45895 2.04978
C -0.94995 3.65574 -2.29180
C 3.23239 0.16559 1.90197
C -1.86862 5.27541 -0.75230
C -1.28177 4.65033 0.30528
C 2.65821 1.40535 1.21692
C -0.32447 2.99277 -1.20474
C 2.85396 0.32073 -2.01139
C 0.61979 0.59552 -4.10831
C 2.23038 3.03978 -3.21566
C -0.46063 3.51127 0.09450
C -1.68089 4.78050 -2.07033
H 3.27027 2.91347 -3.53500
H 4.74073 1.34283 1.44982
H 1.68466 3.48695 -4.04946
H -0.41777 0.93386 -4.15360
H 2.22917 3.74213 -2.37978
H 0.61972 -0.49063 -4.01291
H 3.44754 -0.13608 -2.81011
H -2.13548 5.29702 -2.90561
H -2.45522 6.17073 -0.59486
H 3.10561 -0.70761 1.26960
H 2.43771 -0.48980 -1.40981
H 0.18855 3.16416 0.89482
H 2.77503 -0.03938 2.86360
H 5.30903 -0.28134 1.71124
H 4.96640 0.68797 3.00440
H -1.38591 5.04412 1.30663
H 3.51951 0.92313 -1.38788
H -0.84435 3.24926 -3.28966
H 1.09344 0.84537 -5.06349
*
```

Record 4
Formula: C11H19N3O6PTi
Source: OMol25
Level of theory: the ωB97M-V functional and the def2-TZVPD basis

Output
LUMO (spin up / spin down), eV: -11.373 / -11.087
Kohn-Sham gap (spin up / spin down), hartree: 0.142 / 0.152

Geometry as ORCA input:
```
! RIJCOSX wB97M-V def2-TZVPD def2/J DEFGRID3
* xyz 2 2
Ti 0.03996 -2.35897 0.81511
P -0.78624 0.65566 -0.37516
O 3.91080 -4.06273 0.08483
O 1.23783 -4.37030 -0.90639
O 1.71336 -1.96184 1.93026
O -1.93335 -4.69542 1.51132
O -0.52048 -0.84288 -0.25479
O 4.46824 -1.21318 2.98218
N 0.53365 1.48777 0.12011
N -2.01643 1.23374 0.56077
N -1.27599 0.89984 -1.92275
C -1.63558 2.24302 -2.38673
C -1.19904 -3.81712 1.26087
C -3.36636 0.75468 0.22232
C 1.36520 -3.52369 -0.03920
C 0.48243 2.93433 0.34343
C -0.77373 0.02424 -2.98635
C 4.21934 -2.12704 2.21519
C 3.05074 -3.39998 0.61848
C 1.88258 0.95594 -0.11456
C 2.90222 -2.49216 1.67560
C -1.79300 1.24937 2.01443
H 1.90742 0.27652 -0.97990
H -4.08672 1.41396 0.72118
H -3.52477 0.79791 -0.85939
H 4.93349 -2.86816 1.70917
H -3.53610 -0.27486 0.57639
H -0.91021 -1.02769 -2.71289
H -0.54998 3.29118 0.42662
H -2.67073 1.72038 2.47212
H -2.18658 2.12611 -3.32819
H -1.36026 0.23346 -3.88849
H 0.98152 3.46721 -0.48133
H -0.90240 1.83165 2.26788
H -1.68890 0.23168 2.42877
H 2.55944 1.79726 -0.31458
H -2.28119 2.75440 -1.66397
H 2.25310 0.41166 0.76711
H 0.29003 0.21026 -3.20743
H -0.74522 2.86230 -2.58049
H 1.01193 3.17148 1.27844
*
```

Record 5
Formula: C11H19N4Tl
Source: OMol25
Level of theory: the ωB97M-V functional and the def2-TZVPD basis

Output
LUMO (spin up / spin down), eV: -10.087 / -10.254
Kohn-Sham gap (spin up / spin down), hartree: 0.170 / 0.163

Geometry as ORCA input:
```
! RIJCOSX wB97M-V def2-TZVPD def2/J DEFGRID3
* xyz 2 1
Tl 6.78356 3.56038 6.35092
N 6.56038 7.89688 6.87118
N 9.43730 6.52903 7.79926
N 3.68804 6.26229 8.05198
N 6.93544 5.78761 9.72987
C 5.23090 6.55097 5.37115
C 5.56545 6.37247 10.05765
C 7.66189 7.32529 6.41218
C 7.67441 6.59134 5.16835
C 9.36124 6.52454 9.23053
C 6.40752 6.14586 4.76887
C 8.05594 6.68163 10.00495
C 9.05598 7.60579 6.89734
C 4.36459 5.75113 9.29330
C 4.07561 7.48009 7.34590
C 5.42253 7.36738 6.55095
H 5.59558 7.44246 9.96681
H 9.95372 7.39466 9.63079
H 7.68055 7.69382 9.89425
H 3.65071 5.76726 10.14454
H 5.26850 6.09188 11.12710
H 4.09262 8.38624 8.01692
H 4.25187 6.28041 4.97240
H 6.31824 5.41196 3.96398
H 9.93104 5.75567 7.41653
H 4.57649 4.71727 9.03517
H 8.55980 6.48998 4.55137
H 5.26431 2.78180 5.50701
H 9.67613 7.43208 5.98103
H 2.72080 6.31306 8.26659
H 9.25065 8.58752 7.33099
H 9.82327 5.57609 9.52725
H 3.36031 7.70158 6.50750
H 7.07836 4.89292 10.02592
H 8.49424 6.59218 11.07047
*
```

Record 6
Formula: C11H20B2INO10
Source: OMol25
Level of theory: the ωB97M-V functional and the def2-TZVPD basis

Output
LUMO, eV: 3.429
Kohn-Sham gap, hartree: 0.047

Geometry as ORCA input:
```
! RIJCOSX wB97M-V def2-TZVPD def2/J DEFGRID3
* xyz -2 1
I 3.59438 -2.67328 1.78158
O 1.23888 0.00633 2.73274
O -2.79065 1.78286 -0.49295
O 1.05531 0.89225 -2.65390
O 0.23939 -0.97883 0.94718
O 2.63434 4.68423 -2.48042
O -2.48927 -1.12038 -1.32069
O 0.71164 -1.34301 -1.91514
O 2.92875 3.08573 -3.97850
O 1.00038 4.28324 -3.99882
O -0.22479 0.62224 -0.74997
N -2.48438 -1.99030 0.96926
C 4.99476 -0.29880 0.60910
C -3.24220 2.46963 0.70707
C -0.73502 -0.14553 0.31481
C 2.14848 4.03089 -3.50498
C 1.27267 -0.31574 1.54830
C -1.84765 2.05022 0.47424
C 3.74640 -0.52483 1.43680
C -1.93429 -3.35886 0.81632
C 2.51337 -0.02175 0.71542
C -3.96095 -1.98611 0.87212
C -1.38535 0.87280 1.28992
B 0.50179 0.03325 -1.77232
B -1.94762 -1.12031 -0.08500
H -3.51198 3.49664 0.53189
H -2.69228 -4.06434 1.13674
H -1.14078 2.82818 0.28014
H 2.53783 1.05728 0.58179
H 4.85077 -0.77667 -0.35251
H -4.29195 -0.99292 0.59348
H 5.85481 -0.74172 1.09583
H -2.26460 0.48000 1.77826
H 1.98953 0.66730 -2.74135
H -0.65758 1.32195 1.95968
H -2.26411 -0.31792 -1.81133
H 5.16710 0.76386 0.46154
H -3.93244 1.74390 1.09916
H -0.06240 -1.80612 -2.23826
H 3.81688 -0.07029 2.41536
H 2.44959 -0.55979 -0.22561
H -4.29637 -2.71757 0.13501
H -1.03896 -3.47498 1.41367
H -1.67858 -3.54836 -0.22718
H -4.37286 -2.22441 1.85153
*
```